(1)
{
  "formula": "F2HNS",
  "method": "ωB97M-V with the def2-TZVPD basis set",
  "elements": ["N", "F", "F", "S", "H"],
  "positions_angstrom": [[-0.9949, -0.0876, -0.0082], [0.7674, 0.7693, -1.3671], [1.4333, -0.8263, 0.3442], [0.3614, 0.5315, 0.1717], [-1.5671, -0.3869, 0.8596]],
  "nbo_charge": [-1.08, -0.47, -0.55, 1.67, 0.42],
  "homo_ev": -10.928,
  "e_above_lowest_kcal_mol": 3.70,
  "spin_multiplicity": 1
}


(2)
{
  "formula": "F2HNS",
  "method": "ωB97M-V with the def2-TZVPD basis set",
  "elements": ["N", "F", "F", "S", "H"],
  "positions_angstrom": [[-0.5734, -0.7097, 0.0158], [-1.1625, 1.2391, 1.7176], [2.1682, -0.0272, -1.3203], [-1.6673, -0.0898, 0.6879], [1.2351, -0.4124, -1.1008]],
  "nbo_charge": [-0.71, -0.56, -0.58, 1.27, 0.58],
  "homo_ev": -12.282,
  "e_above_lowest_kcal_mol": 9.58,
  "spin_multiplicity": 1
}


(3)
{
  "formula": "F2HNS",
  "method": "ωB97M-V with the def2-TZVPD basis set",
  "elements": ["N", "F", "F", "S", "H"],
  "positions_angstrom": [[0.3073, -1.4195, -0.1514], [-1.4195, 0.5897, -0.5351], [0.6299, 1.8281, -0.4940], [-0.0987, 0.7095, 0.4328], [0.5810, -1.7078, 0.7476]],
  "nbo_charge": [-0.62, -0.45, -0.46, 1.27, 0.26],
  "homo_ev": [-9.851, -9.251],
  "e_above_lowest_kcal_mol": 92.91,
  "spin_multiplicity": 1
}


(4)
{
  "formula": "F2HO2PRh",
  "method": "ωB97M-V with the def2-TZVPD basis set",
  "elements": ["H", "P", "F", "F", "O", "O", "Rh"],
  "positions_angstrom": [[0.1075, -1.7550, -0.0660], [-0.3941, 0.1874, 0.0536], [-0.7405, 1.0188, 1.3124], [-0.6220, 1.0768, -1.1874], [-0.9898, -1.2203, -0.1037], [1.0671, -0.3380, 0.1214], [2.8502, 0.1830, 0.2960]],
  "lowdin_spin": [-0.01, 0.08, 0.03, 0.05, 0.84, 0.28, 2.72],
  "homo_ev": [-29.428, -28.155],
  "charge": 3,
  "spin_multiplicity": 5
}


(5)
{
  "formula": "F2KNO4S2",
  "method": "ωB97M-V with the def2-TZVPD basis set",
  "elements": ["K", "N", "S", "O", "O", "F", "S", "O", "O", "F"],
  "positions_angstrom": [[14.6452, 9.3076, 4.7097], [13.7394, 10.6372, 5.8967], [13.4510, 10.3875, 7.3486], [12.2919, 9.5641, 7.7227], [13.9467, 11.4302, 8.2527], [14.6653, 9.3911, 7.5717], [12.1500, 11.2514, 5.5514], [11.4000, 12.1696, 6.4399], [11.4085, 10.3480, 4.7243], [12.6494, 12.2572, 4.4266]],
  "mulliken_charge": [0.90, -0.38, 1.16, -0.55, -0.59, -0.33, 1.09, -0.51, -0.55, -0.26],
  "homo_ev": -10.565,
  "e_above_lowest_kcal_mol": 72.48,
  "spin_multiplicity": 1
}


(6)
{
  "formula": "F2N2O2",
  "method": "ωB97M-V with the def2-TZVPD basis set",
  "elements": ["N", "N", "O", "O", "F", "F"],
  "positions_angstrom": [[1.0490, -0.0508, -0.0046], [-1.0409, -0.0236, -0.5464], [1.4387, -1.1405, -0.0729], [1.3566, 1.0402, 0.2227], [-1.4895, -0.9759, 0.3165], [-1.3138, 1.1506, 0.0848]],
  "nbo_charge": [0.59, 0.35, -0.25, -0.24, -0.22, -0.22],
  "homo_ev": [-9.889, -10.839],
  "e_above_lowest_kcal_mol": 12.09,
  "spin_multiplicity": 1
}


(7)
{
  "formula": "F2NO",
  "method": "ωB97M-V with the def2-TZVPD basis set",
  "elements": ["N", "O", "F", "F"],
  "positions_angstrom": [[-0.2161, -0.0392, -0.0602], [-0.8107, -0.9676, 0.0369], [-0.4653, 1.1891, 0.0224], [1.7283, -0.0352, 0.0152]],
  "nbo_charge": [0.87, 0.16, 0.07, -0.10],
  "homo_ev": [-21.606, -21.679],
  "charge": 1,
  "e_above_lowest_kcal_mol": 62.40,
  "spin_multiplicity": 1
}


(8)
{
  "formula": "F2NO12P2S2Tl",
  "method": "ωB97M-V with the def2-TZVPD basis set",
  "elements": ["Tl", "N", "S", "O", "O", "F", "S", "O", "O", "F", "P", "O", "O", "O", "O", "P", "O", "O", "O", "O"],
  "positions_angstrom": [[-0.2189, -0.3617, -0.8893], [1.4729, 0.5655, 1.4405], [1.1950, 0.3384, 2.9814], [1.6093, 1.3977, 3.8734], [1.4776, -1.0020, 3.4082], [-0.3651, 0.4733, 3.0261], [2.9363, 1.2892, 1.5135], [4.0056, 0.7030, 2.2728], [2.8646, 2.6861, 1.2380], [3.4113, 0.7017, 0.0742], [-3.3876, 0.9105, -0.4099], [-3.0177, -0.3163, -1.1912], [-3.5889, 2.2653, -1.1381], [-2.1393, 1.2746, 0.5460], [-4.4244, 0.8553, 0.7435], [-0.3435, -2.3624, -3.4664], [-0.7333, -2.6821, -2.0031], [-1.5180, -2.7159, -4.4406], [0.8341, -3.1883, -4.0468], [-0.0701, -0.8320, -3.5321]],
  "nbo_charge": [0.92, -1.10, 2.48, -0.99, -0.96, -0.47, 2.45, -0.95, -0.93, -0.53, 2.43, -1.18, -1.14, -0.86, -1.02, 2.47, -1.19, -1.08, -1.16, -1.20],
  "homo_ev": 5.277,
  "charge": -4,
  "e_above_lowest_kcal_mol": 0.00,
  "spin_multiplicity": 1
}